The following is a quantum chemistry calculation of a molecular structure, C27H58BrPdS2SbSi4 at a distorted geometry, from the OMol25 dataset.

## Properties
LUMO energy: 3.93 eV
Kohn-Sham gap: 3.8 eV
F_max: 2.00 eV/Å
HOMO energy: 0.14 eV
charge: -2
ΔE to the lowest compared entry with this formula, charge and spin: 18.5 kcal/mol
electronic energy: -162186.81158 eV

```
94
Properties=species:S:1:pos:R:3:forces:R:3:lowdin_charge:R:1
Pd -1.73812 -0.00573 -0.45773 -1.38 0.01 -0.44 -0.45
S -3.06102 -1.75073 -1.66903 0.77 0.01 0.58 0.39
C -4.22302 -0.71413 -2.43593 -0.13 0.15 -0.14 -0.77
C -5.24632 -1.37363 -3.11933 -0.32 -0.03 -0.22 -0.21
C -6.25392 -0.70223 -3.78223 -0.27 -0.12 -0.18 -0.17
C -6.25672 0.68477 -3.78423 -0.27 0.16 -0.18 -0.17
C -5.25182 1.36387 -3.12353 -0.31 -0.01 -0.21 -0.21
C -4.22492 0.71087 -2.43743 -0.17 -0.18 -0.17 -0.77
S -3.06592 1.74877 -1.67113 0.80 -0.01 0.60 0.39
H -5.23762 -2.45873 -3.12043 0.04 0.03 0.04 0.07
H -7.03552 -1.25683 -4.29533 0.02 0.00 0.01 0.07
H -7.04142 1.23527 -4.29833 0.03 -0.01 0.02 0.07
H -5.24802 2.44877 -3.12853 0.04 -0.02 0.04 0.07
C 2.29768 -1.70233 -4.52283 0.07 0.04 0.28 -0.11
C 2.64148 -0.24763 -4.19293 -0.01 0.03 0.15 -0.62
C 3.94058 0.09487 -4.93093 -0.06 0.05 0.33 -0.10
C 1.49828 0.60347 -4.75413 0.01 0.06 0.21 -0.12
Si 2.77028 0.01737 -2.25133 -0.38 -0.01 0.17 0.56
Br 0.62368 0.02327 -1.38543 1.83 0.03 -0.80 0.48
C 3.53028 1.77317 -1.79093 0.01 -0.05 -0.02 -0.62
C 2.97858 2.86057 -2.71883 -0.05 -0.27 -0.08 -0.11
C 3.11348 2.16977 -0.37103 -0.09 -0.21 -0.08 -0.14
C 5.05928 1.82207 -1.88383 -0.16 -0.27 -0.05 -0.10
C 3.68258 -1.47353 -1.35103 0.02 0.05 -0.04 -0.62
C 5.00638 -1.88563 -2.00673 -0.20 0.22 -0.11 -0.10
C 2.76268 -2.69893 -1.30763 -0.12 0.16 -0.12 -0.12
C 3.97728 -1.10143 0.10537 -0.07 0.21 -0.19 -0.12
H 2.11388 -1.80633 -5.59283 -0.04 0.06 -0.17 0.08
H 1.40168 -2.01663 -3.99663 -0.18 -0.14 0.06 0.08
H 3.11378 -2.37363 -4.26803 0.06 -0.16 0.05 0.06
H 3.83908 -0.12283 -5.99473 -0.08 -0.06 -0.18 0.08
H 4.77378 -0.49053 -4.54953 0.21 -0.08 0.01 0.06
H 4.19288 1.14647 -4.83563 0.09 0.18 0.00 0.05
H 1.35098 0.38767 -5.81283 0.06 -0.09 -0.19 0.08
H 1.69368 1.66577 -4.65793 -0.03 0.16 -0.01 0.06
H 0.56788 0.38567 -4.23713 -0.17 0.03 0.02 0.06
H 1.89348 2.83107 -2.74403 -0.21 0.07 -0.05 0.08
H 3.35978 2.75017 -3.73123 -0.03 0.03 -0.16 0.06
H 3.27938 3.84787 -2.36373 0.08 0.10 0.13 0.08
H 2.03108 2.20887 -0.29423 -0.13 0.03 0.09 0.04
H 3.50558 3.15717 -0.12043 0.12 0.15 -0.05 0.08
H 3.47648 1.46937 0.37237 0.03 -0.07 0.18 0.05
H 5.40308 1.55267 -2.87933 0.15 -0.05 -0.17 0.06
H 5.52498 1.15007 -1.16903 0.14 -0.11 0.11 0.06
H 5.41858 2.83067 -1.66883 -0.01 0.16 0.04 0.08
H 4.85138 -2.27243 -3.01003 0.02 -0.05 -0.18 0.06
H 5.48728 -2.67523 -1.42553 0.02 -0.10 0.13 0.08
H 5.69878 -1.04963 -2.06843 0.18 0.12 -0.03 0.06
H 2.57448 -3.10133 -2.29703 -0.08 -0.09 -0.12 0.06
H 1.80538 -2.44523 -0.86313 -0.17 -0.05 0.07 0.04
H 3.21448 -3.49073 -0.70763 0.17 -0.07 0.10 0.08
H 4.76738 -0.35733 0.17327 0.07 0.15 0.08 0.06
H 4.30728 -1.97943 0.66297 0.02 -0.17 0.02 0.08
H 3.08458 -0.71533 0.58747 -0.12 0.06 0.21 0.05
C 1.36958 -1.60273 2.91757 -0.37 0.45 0.07 -0.25
Si 0.41528 -0.04133 3.51207 0.95 0.04 0.05 0.34
C 1.41218 1.49367 2.92347 -0.37 -0.46 0.05 -0.25
C 0.58698 -0.02833 5.42717 -0.39 -0.03 -0.50 -0.23
Sb -1.67202 -0.00083 1.95187 -0.37 -0.03 1.23 0.76
Si -2.96802 -1.96853 3.08017 -0.24 -0.82 0.18 0.35
C -2.75142 -2.18213 4.98637 -0.02 0.21 -0.62 -0.24
C -4.86772 -1.99323 2.76697 0.70 0.27 -0.03 -0.22
C -2.26472 -3.56933 2.27997 -0.17 0.64 0.13 -0.24
Si -2.96482 1.96247 3.08787 -0.24 0.83 0.18 0.35
C -2.26612 3.55997 2.27817 -0.17 -0.63 0.14 -0.24
C -2.74242 2.18127 4.99167 -0.02 -0.21 -0.61 -0.24
C -4.86512 1.98417 2.77847 0.71 -0.27 -0.02 -0.22
H 2.44908 -1.54883 3.04337 0.18 0.16 0.11 0.01
H 1.16358 -1.73953 1.85767 -0.02 -0.07 -0.19 0.00
H 1.02238 -2.49293 3.43637 -0.14 -0.16 0.10 0.01
H 2.48208 1.44897 3.11767 0.18 -0.17 0.12 0.02
H 1.03228 2.39987 3.38857 -0.14 0.18 0.09 0.01
H 1.27128 1.59387 1.85047 -0.02 0.06 -0.20 -0.01
H 1.62468 -0.02223 5.74757 0.33 0.00 -0.12 0.01
H 0.11268 -0.89693 5.86837 -0.16 -0.25 0.12 -0.01
H 0.10968 0.84847 5.84867 -0.16 0.25 0.11 -0.01
H -3.04662 -1.28923 5.52697 -0.09 0.26 0.09 0.00
H -1.71872 -2.38713 5.24587 0.30 -0.04 -0.01 -0.01
H -3.35392 -3.00673 5.35517 -0.20 -0.26 0.01 0.01
H -5.38502 -1.20883 3.31277 -0.02 0.18 0.13 0.00
H -5.31412 -2.94383 3.05247 0.09 -0.23 0.10 0.01
H -5.06332 -1.83783 1.71027 0.01 0.03 -0.25 0.02
H -1.21212 -3.70153 2.51987 0.20 0.04 0.08 0.00
H -2.33882 -3.47553 1.19817 -0.04 0.07 -0.19 0.01
H -2.79262 -4.47363 2.57697 -0.19 -0.07 0.16 0.01
H -1.21252 3.69387 2.51327 0.20 -0.04 0.08 0.00
H -2.79322 4.46567 2.57237 -0.18 0.07 0.16 0.01
H -2.34422 3.46067 1.19717 -0.04 -0.07 -0.19 0.00
H -1.70922 2.38817 5.24747 0.30 0.04 -0.01 -0.01
H -3.03502 1.28957 5.53537 -0.09 -0.26 0.10 0.00
H -3.34472 3.00617 5.36007 -0.20 0.26 0.01 0.01
H -5.06232 1.82557 1.72257 0.01 -0.04 -0.25 0.02
H -5.31172 2.93527 3.06187 0.09 0.23 0.10 0.01
H -5.38052 1.20087 3.32767 -0.02 -0.18 0.13 0.00
```
Positions in Å, forces in eV/Å.